# C48H76N4O7

A molecular structure, C48H76N4O7 (ωB97M-V/def2-TZVPD, OMol25).

Properties
LUMO energy: 0.330 eV
relative energy (zero: lowest compared OMol25 entry of this formula, charge and spin): 820.0 kcal per mole
total energy: -71262.158 eV

Last column: Löwdin charge in e.
Cartesian coordinates (Å):
O 2.45 -1.15 2.79  -0.28
O -2.28 -1.15 -0.97  -0.21
O 2.80 -2.88 -1.70  -0.13
O 1.64 1.16 -4.10  -0.31
O 0.16 -1.54 5.05  -0.14
O -2.15 4.73 -0.81  -0.12
O -3.72 1.69 3.89  -0.11
N 0.62 -0.72 -0.95  -0.03
N -3.44 2.89 -2.88  0.08
N -0.21 0.00 -6.59  0.08
N 0.00 -4.24 -0.36  0.05
C -2.09 0.54 -2.26  -0.05
C 2.86 -1.03 4.23  -0.09
C 2.85 -1.34 -0.11  -0.21
C 0.14 0.47 -1.41  -0.14
C 0.38 -1.39 3.63  -0.22
C 0.01 4.22 -0.24  -0.13
C 0.80 -3.25 0.10  -0.15
C 0.68 -0.96 0.33  -0.25
C 1.55 2.22 -3.08  -0.13
C 0.88 -4.08 2.33  0.00
C -1.35 -2.17 -0.55  -0.14
C 2.64 0.46 4.52  -0.13
C -2.16 2.69 -3.36  -0.12
C 3.00 0.67 -4.13  -0.09
C -0.35 1.43 -0.57  -0.07
C -1.70 5.77 0.08  -0.20
C -0.45 1.09 0.79  0.05
C 0.34 -0.06 -4.26  -0.19
C 0.24 -0.06 1.28  -0.02
C 2.20 1.04 3.17  -0.13
C -0.33 -1.27 -4.11  -0.02
C 0.29 0.58 -5.50  -0.12
C 2.85 0.08 2.14  -0.17
C -4.02 1.92 -2.13  -0.12
C -1.22 3.58 -0.81  -0.27
C -1.47 1.53 -3.05  -0.10
C 1.18 -3.06 1.44  -0.11
C -1.21 -1.83 5.39  -0.20
C -0.98 -1.80 -5.22  -0.07
C -0.91 -1.17 -6.44  -0.13
C -1.07 -1.72 3.12  -0.12
C -1.87 -2.44 4.25  -0.14
C -3.93 2.78 3.05  -0.20
C -3.33 -3.10 -1.25  -0.16
C 2.87 2.22 -2.36  -0.20
C -1.70 2.43 3.21  -0.20
C -2.37 1.53 4.25  -0.16
C 4.16 -2.04 0.01  -0.10
C -1.88 -3.52 -1.12  -0.17
C -0.39 -5.19 0.55  -0.12
C 2.46 -1.51 -1.54  -0.19
C -2.70 2.76 2.20  -0.15
C 4.03 -3.13 -1.07  -0.17
C 3.81 1.74 -3.34  -0.16
C 0.00 -5.13 1.87  -0.04
C -3.38 0.79 -1.80  -0.06
C -0.21 5.71 -0.06  -0.16
C -3.25 -1.75 -1.85  -0.19
H -2.02 0.51 4.11  0.08
H 3.39 0.53 -5.14  0.14
H -0.21 -5.91 2.58  0.10
H 2.79 1.57 -1.49  0.12
H 0.10 6.20 -0.98  0.12
H 3.94 0.14 2.08  0.14
H 2.11 -1.75 0.57  0.03
H 0.63 1.60 -5.65  0.14
H -0.50 1.54 -3.53  0.07
H 1.16 -2.58 -0.66  0.11
H 3.03 -0.30 0.18  0.09
H 0.22 -0.34 2.33  0.03
H -3.87 0.04 -1.20  0.09
H 0.89 2.02 -2.24  0.08
H -4.20 3.68 3.61  0.12
H -3.67 -3.07 -0.22  0.13
H 3.12 -0.30 -3.65  0.10
H -2.20 1.90 5.26  0.13
H 4.06 -4.16 -0.70  0.12
H 4.74 1.32 -2.95  0.12
H -1.69 2.84 -0.16  0.10
H -1.29 -2.45 6.29  0.13
H -1.12 3.14 -1.80  0.08
H 3.84 -1.48 4.39  0.13
H -1.40 -3.83 -2.04  0.13
H 0.33 6.17 0.76  0.12
H 1.17 0.90 2.84  0.06
H -0.87 1.76 1.53  0.04
H 3.04 -0.96 -2.28  0.11
H -0.75 2.33 -0.99  -0.02
H -1.26 -2.27 0.54  0.12
H -0.82 1.85 2.94  0.08
H -1.07 -5.98 0.26  0.12
H -1.34 -1.60 -7.34  0.09
H -1.04 -2.17 2.13  0.08
H 1.95 -2.32 1.63  0.09
H 1.36 -4.09 3.29  0.12
H -4.25 -1.35 -1.66  0.12
H -1.96 5.56 1.12  0.11
H 5.06 -1.46 -0.19  0.11
H 3.13 3.19 -1.96  0.13
H -1.54 -0.37 -2.03  0.07
H 2.54 0.23 1.11  0.08
H -1.68 3.53 -3.83  0.12
H 1.14 -2.11 3.34  0.08
H -2.39 3.62 1.60  0.10
H 4.81 -3.00 -1.83  0.11
H 1.43 -1.35 -1.86  0.06
H -0.40 -1.61 -3.09  0.10
H 0.82 0.44 -3.43  0.01
H 0.64 -0.33 3.57  0.08
H -2.95 -1.75 -2.90  0.14
H 0.12 3.79 0.76  0.12
H -1.48 -2.76 -5.18  0.10
H -1.71 -3.50 4.06  0.11
H 3.54 1.00 4.81  0.11
H 2.08 0.71 5.42  0.12
H -3.97 -3.82 -1.76  0.12
H -1.27 3.33 3.63  0.13
H 1.51 3.19 -3.56  0.15
H -4.88 2.69 2.53  0.13
H 2.25 -1.69 4.86  0.11
H -2.00 6.73 -0.34  0.13
H -2.75 1.85 1.60  0.13
H 4.39 -2.54 0.96  0.12
H 4.04 2.62 -3.94  0.13
H -1.66 -0.81 3.00  0.10
H 0.10 0.74 -2.45  0.03
H -5.03 2.05 -1.75  0.11
H 1.07 -1.94 0.58  -0.03
H -1.78 -4.34 -0.41  0.07
H 0.93 4.00 -0.78  0.11
H -1.56 -0.83 5.65  0.11
H -2.94 -2.25 4.20  0.13
H -0.34 -1.95 -0.90  0.07
H 2.64 2.03 3.04  0.12

***

# C48H84N12

12 unconnected molecules or ions with the total composition C48H84N12 (ωB97M-V/def2-TZVPD, OMol25).

Properties
LUMO energy: -0.056 eV
structure (SMILES): CCCC#N.CCCC#N.CCCC#N.CCCC#N.CCCC#N.CCCC#N.CCCC#N.CCCC#N.CCCC#N.CCCC#N.CCCC#N.CCCC#N
relative energy (zero: lowest compared OMol25 entry of this formula, charge and spin): 57.5 kcal per mole
total energy: -69016.043 eV

Last column: Löwdin charge in e.
Cartesian coordinates (Å):
N 2.62 -21.89 15.40  0.15
N 0.44 -30.13 16.13  0.15
N 3.77 -20.45 20.56  0.18
N -2.33 -26.39 23.24  0.17
N -1.76 -21.23 24.09  0.16
N 5.44 -22.65 22.87  0.16
N 4.94 -27.15 15.71  0.15
N -0.52 -23.41 27.56  0.18
N 0.11 -25.01 19.07  0.20
N -3.96 -27.44 16.89  0.16
N -0.89 -18.71 19.23  0.18
N 4.60 -28.85 21.50  0.16
C -4.02 -24.91 19.31  -0.25
C -2.00 -18.64 27.21  -0.10
C 6.98 -19.65 23.77  -0.27
C 4.10 -26.53 16.20  -0.26
C -0.56 -23.62 21.19  -0.15
C -0.40 -20.35 26.15  -0.19
C 2.53 -18.90 17.67  -0.28
C -0.56 -24.30 26.83  -0.22
C -4.41 -25.33 25.77  -0.24
C 5.55 -20.13 23.56  -0.20
C -1.12 -20.90 24.98  -0.22
C 3.45 -18.52 18.82  -0.18
C 4.79 -24.33 18.04  -0.10
C 3.61 -26.11 23.44  -0.25
C -0.18 -24.37 19.99  -0.21
C -0.68 -27.05 27.88  -0.11
C 3.90 -27.99 21.81  -0.25
C 0.60 -28.18 19.52  -0.11
C -5.47 -24.98 18.82  -0.11
C -1.33 -20.03 27.31  -0.26
C 3.63 -19.58 19.82  -0.19
C -0.20 -29.91 17.05  -0.24
C -0.43 -18.99 20.24  -0.23
C -0.29 -21.73 17.31  -0.27
C 1.88 -23.04 21.73  -0.10
C 0.17 -22.49 16.08  -0.19
C 2.40 -17.85 16.59  -0.10
C 7.85 -20.48 24.71  -0.11
C 3.64 -25.34 18.25  -0.24
C 3.07 -25.72 16.82  -0.17
C 0.23 -19.29 21.48  -0.19
C -0.09 -26.73 26.51  -0.24
C 4.53 -26.82 24.42  -0.10
C 1.53 -22.14 15.66  -0.23
C -0.54 -25.41 25.89  -0.19
C 3.01 -26.92 22.27  -0.18
C -3.23 -26.19 19.04  -0.19
C -1.75 -22.05 17.68  -0.09
C -4.17 -23.87 25.43  -0.12
C 0.36 -18.12 22.49  -0.23
C 0.60 -23.71 22.22  -0.24
C -0.03 -29.57 19.46  -0.24
C -3.61 -26.88 17.82  -0.26
C -3.33 -26.37 23.81  -0.22
C -0.93 -17.26 22.50  -0.10
C -4.60 -26.24 24.53  -0.16
C 5.46 -21.54 23.15  -0.24
C -0.98 -29.70 18.27  -0.19
H 5.45 -24.61 17.23  0.07
H -1.80 -17.92 22.52  0.08
H -1.51 -28.77 18.10  0.09
H 2.15 -27.40 22.73  0.12
H -0.49 -26.37 28.72  0.07
H 1.70 -21.96 21.73  0.04
H 5.24 -27.51 23.95  0.07
H -4.81 -27.24 24.94  0.12
H 1.50 -19.09 17.99  0.07
H 0.01 -27.38 19.97  0.04
H -5.47 -25.99 23.93  0.12
H -1.69 -30.51 18.42  0.12
H -0.80 -22.60 20.90  0.11
H -3.43 -23.78 24.63  0.06
H 7.47 -19.58 22.80  0.11
H 0.99 -26.64 26.66  0.11
H 2.72 -23.05 22.43  0.05
H 5.07 -26.22 25.15  0.07
H 0.75 -24.74 22.53  0.09
H -4.06 -24.61 20.37  0.10
H 3.32 -17.83 16.01  0.08
H 2.34 -23.38 20.81  0.07
H -3.68 -23.39 26.28  0.07
H -1.48 -25.46 25.34  0.06
H 4.38 -18.20 18.35  0.13
H 5.12 -19.48 22.79  0.09
H -2.44 -18.42 28.18  0.07
H -0.23 -20.65 17.23  0.09
H 0.43 -22.02 18.09  0.10
H -5.90 -25.94 19.13  0.08
H 0.92 -27.78 18.55  0.06
H -5.99 -24.08 19.12  0.07
H -0.23 -27.54 25.81  0.11
H -0.28 -28.03 28.17  0.08
H -3.45 -25.62 26.21  0.08
H 0.23 -23.18 23.10  0.09
H -5.18 -25.39 26.54  0.11
H 3.79 -26.20 18.90  0.10
H 0.73 -30.34 19.36  0.11
H 0.22 -19.53 25.77  0.11
H 8.18 -21.37 24.18  0.07
H -0.90 -16.56 23.33  0.07
H -1.41 -24.14 21.64  0.10
H 1.21 -17.45 22.33  0.10
H -1.73 -27.34 27.81  0.07
H 2.35 -16.82 16.97  0.08
H 7.30 -20.87 25.57  0.08
H -0.90 -16.68 21.58  0.07
H 4.94 -19.99 24.45  0.12
H -1.88 -23.08 18.02  0.04
H 1.52 -18.03 15.98  0.08
H 0.27 -21.13 26.52  0.09
H -0.21 -20.12 22.03  0.09
H -1.97 -20.86 27.60  0.10
H -5.56 -25.11 17.74  0.07
H 2.91 -24.73 16.39  0.09
H -0.70 -19.95 28.20  0.11
H 1.56 -28.27 20.04  0.06
H 5.37 -24.28 18.96  0.07
H 3.95 -27.52 25.03  0.07
H 3.07 -17.68 19.41  0.12
H 2.83 -19.86 17.22  0.09
H 1.25 -19.57 21.24  0.08
H 0.43 -18.49 23.51  0.08
H 4.44 -23.33 17.77  0.06
H 2.79 -26.25 21.45  0.10
H 6.94 -18.61 24.08  0.11
H -2.77 -18.56 26.45  0.07
H -1.20 -17.91 27.07  0.07
H -3.54 -24.00 18.96  0.08
H 0.16 -25.06 25.13  0.11
H -5.00 -23.22 25.12  0.08
H 8.72 -19.94 25.07  0.07
H 2.74 -25.72 23.98  0.09
H -2.31 -21.75 16.80  0.08
H -2.14 -26.15 19.03  0.08
H 4.05 -25.18 23.06  0.08
H 2.84 -24.81 18.76  0.06
H -2.00 -21.41 18.53  0.06
H -0.61 -29.74 20.37  0.11
H 0.06 -23.58 16.17  0.12
H -0.43 -22.19 15.22  0.12
H -3.40 -26.95 19.82  0.12
H 2.19 -26.35 16.84  0.10